# 1
{
  "formula": "C8H14Br2OSi",
  "method": "the ωB97M-V functional and the def2-TZVPD basis",
  "elements": ["C", "C", "C", "C", "C", "C", "C", "C", "O", "Si", "Br", "Br", "H", "H", "H", "H", "H", "H", "H", "H", "H", "H", "H", "H", "H", "H"],
  "xyz": [[0.205, -3.968, 1.242], [0.301, -2.683, 0.965], [-1.466, 2.248, 0.406], [-1.740, 1.717, -0.953], [0.099, 2.370, 0.643], [-0.895, 0.453, -1.320], [0.759, 0.944, 0.538], [0.558, 0.481, -0.940], [1.129, -0.820, -1.257], [1.610, -2.042, -0.321], [1.986, -3.563, -1.875], [3.600, -1.520, 0.582], [-0.383, -4.326, 2.029], [0.848, -4.637, 0.694], [-0.249, -1.879, 1.504], [-1.775, 3.353, 0.349], [-1.859, 1.678, 1.174], [-2.727, 1.276, -0.889], [-1.541, 2.525, -1.641], [0.675, 3.071, -0.021], [0.207, 2.775, 1.645], [-1.329, -0.383, -0.822], [-1.085, 0.339, -2.436], [1.754, 1.099, 0.823], [0.323, 0.161, 1.247], [0.997, 1.331, -1.364]],
  "gap_ev": 10.843,
  "energy_ha": -5826.077189,
  "lumo_ev": 0.65,
  "smiles": "C=C[Si](Br)(Br)OC1CCCCC1"
}

***

# 2
{
  "formula": "C8H14ClN2S",
  "method": "the ωB97M-V functional and the def2-TZVPD basis",
  "elements": ["C", "C", "C", "C", "C", "C", "C", "C", "N", "N", "S", "Cl", "H", "H", "H", "H", "H", "H", "H", "H", "H", "H", "H", "H", "H", "H"],
  "xyz": [[2.092, -0.404, -0.109], [-2.153, 0.269, 0.083], [-1.481, -1.073, 0.209], [-1.436, 1.020, -1.061], [-0.084, -0.877, 0.694], [0.106, 1.178, -0.744], [0.655, -0.204, -0.485], [4.247, 0.232, 0.656], [2.763, -1.471, -0.524], [2.825, 0.503, 0.491], [4.373, -1.440, 0.027], [5.148, 1.442, -0.147], [-3.151, 0.102, -0.240], [-2.163, 0.802, 1.016], [-2.079, -1.615, 0.972], [-1.497, -1.570, -0.714], [-1.560, 0.607, -2.045], [-1.960, 1.944, -1.119], [0.037, -0.285, 1.622], [0.354, -1.858, 0.843], [0.610, 1.696, -1.703], [0.289, 2.034, 0.024], [0.608, -0.843, -1.324], [4.963, 0.296, 2.094], [2.494, -1.877, -1.361], [2.451, 1.352, 0.908]],
  "gap_ev": 9.547,
  "total_charge": 1,
  "energy_ha": -1280.782613,
  "lumo_ev": -3.75
}

***

# 3
{
  "formula": "C8H14F15O18S4Y",
  "method": "the ωB97M-V functional and the def2-TZVPD basis",
  "elements": ["Y", "C", "F", "F", "F", "S", "O", "O", "O", "C", "F", "F", "F", "S", "O", "O", "O", "C", "F", "F", "F", "S", "O", "O", "O", "C", "F", "F", "F", "S", "O", "O", "O", "C", "O", "O", "C", "F", "F", "F", "C", "C", "H", "H", "H", "H", "H", "H", "O", "H", "H", "O", "H", "H", "O", "H", "H", "O", "H", "H"],
  "xyz": [[-12.713, -2.766, 37.116], [-13.629, -2.166, 32.484], [-13.176, -3.444, 32.514], [-12.562, -1.372, 32.375], [-14.391, -2.033, 31.396], [-14.627, -1.814, 34.008], [-14.686, -0.374, 34.079], [-15.877, -2.462, 33.732], [-13.812, -2.440, 35.035], [-13.521, -6.629, 39.504], [-14.835, -6.567, 39.575], [-13.121, -7.656, 40.272], [-13.155, -6.939, 38.234], [-12.723, -5.046, 40.022], [-12.880, -4.265, 38.793], [-13.477, -4.586, 41.125], [-11.346, -5.432, 40.261], [-12.935, 0.885, 39.954], [-12.493, 1.700, 40.924], [-14.272, 0.931, 39.970], [-12.528, 1.367, 38.775], [-12.273, -0.827, 40.257], [-10.944, -0.629, 40.774], [-13.202, -1.327, 41.212], [-12.327, -1.515, 38.966], [-17.206, -3.551, 37.621], [-18.495, -3.519, 37.961], [-16.800, -4.843, 37.702], [-17.072, -3.202, 36.334], [-16.154, -2.494, 38.717], [-14.849, -2.621, 38.079], [-16.776, -1.203, 38.609], [-16.240, -3.142, 39.991], [-10.090, -0.850, 35.501], [-8.976, -1.301, 36.322], [-11.172, -1.505, 35.790], [-10.197, 0.670, 35.677], [-8.957, 1.240, 35.726], [-10.819, 1.270, 34.656], [-10.781, 1.014, 36.813], [-7.945, -1.919, 35.618], [-6.955, -2.473, 36.625], [-7.425, -3.249, 37.244], [-6.161, -3.022, 36.109], [-6.550, -1.724, 37.297], [-7.357, -1.130, 35.113], [-8.244, -2.646, 34.857], [-9.760, -0.964, 34.440], [-10.515, -3.395, 37.937], [-10.150, -3.972, 38.617], [-9.773, -2.983, 37.470], [-14.126, -4.797, 36.359], [-14.915, -4.549, 35.860], [-14.135, -5.756, 36.415], [-13.699, -0.407, 36.919], [-14.340, 0.220, 37.264], [-13.493, -0.107, 36.024], [-11.575, -4.315, 35.593], [-11.172, -3.985, 34.783], [-11.749, -5.249, 35.455]],
  "gap_ev": 8.127,
  "total_charge": -2,
  "energy_ha": -4797.113393,
  "lumo_ev": 3.70
}

***

# 4
{
  "formula": "C8H14F3N3O9P2SV",
  "method": "the ωB97M-V functional and the def2-TZVPD basis",
  "elements": ["V", "N", "C", "C", "P", "O", "O", "O", "P", "O", "O", "O", "H", "H", "H", "H", "H", "H", "H", "H", "F", "C", "F", "F", "S", "O", "O", "O", "N", "C", "C", "C", "C", "C", "N", "H", "H", "H", "H", "H", "H"],
  "xyz": [[-0.571, -0.346, -0.505], [2.428, -3.233, 0.929], [2.215, -1.719, 1.090], [3.222, -1.126, 2.074], [2.445, -1.112, -0.683], [3.327, 0.174, -0.573], [2.948, -2.237, -1.469], [1.022, -0.518, -1.096], [0.441, -1.520, 1.541], [0.423, -1.923, 3.038], [-0.268, -2.369, 0.522], [-0.053, -0.073, 1.288], [2.974, -3.382, 0.063], [1.544, -3.726, 0.782], [2.910, -3.635, 1.735], [4.245, -1.254, 1.721], [3.118, -1.593, 3.054], [3.044, -0.058, 2.191], [4.095, 0.204, -1.166], [-0.407, -1.929, 3.542], [-4.903, 0.466, -0.086], [-4.066, -0.362, 0.478], [-4.618, -1.039, 1.453], [-3.003, 0.315, 0.952], [-3.433, -1.578, -0.788], [-3.049, -2.750, -0.102], [-4.268, -1.529, -1.923], [-2.050, -0.761, -1.180], [-2.480, 1.799, -2.261], [-1.443, 2.373, -1.620], [-1.298, 3.773, -1.697], [-0.230, 4.391, -1.127], [0.735, 3.618, -0.449], [0.540, 2.290, -0.363], [-0.544, 1.633, -0.922], [-3.119, 2.388, -2.766], [-2.577, 0.806, -2.393], [-2.043, 4.331, -2.248], [-0.117, 5.464, -1.206], [1.608, 4.065, 0.004], [1.256, 1.683, 0.160]],
  "gap_ev": [6.195, 6.811],
  "multiplicity": 2,
  "total_charge": 2,
  "energy_ha": -3478.890179,
  "lumo_ev": [-8.85, -8.24]
}

***

# 5
{
  "formula": "C8H14FN",
  "method": "the ωB97M-V functional and the def2-TZVPD basis",
  "elements": ["C", "C", "C", "C", "C", "C", "C", "C", "N", "F", "H", "H", "H", "H", "H", "H", "H", "H", "H", "H", "H", "H", "H", "H"],
  "xyz": [[-1.355, -2.239, 0.388], [-1.209, -0.924, 0.339], [0.907, 0.008, 0.423], [2.697, 0.072, -1.316], [-2.299, 1.254, 0.870], [-1.612, 0.735, -1.469], [1.920, -0.831, -0.344], [-2.097, 0.146, -0.137], [0.938, 1.132, 1.016], [-3.455, -0.345, -0.241], [-2.294, -2.733, 0.155], [-0.620, -2.991, 0.551], [1.885, 0.862, -1.582], [3.583, 0.638, -0.981], [2.880, -0.318, -2.254], [-2.539, 0.842, 1.802], [-1.300, 1.721, 0.791], [-3.206, 1.823, 0.407], [-2.197, 1.557, -1.866], [-1.647, -0.016, -2.234], [-0.635, 1.058, -1.466], [2.630, -1.443, 0.357], [1.254, -1.546, -0.977], [1.648, 1.742, 1.105]],
  "gap_ev": 9.248,
  "energy_ha": -467.659000,
  "lumo_ev": 0.72
}

***

# 6
{
  "formula": "C8H14FO4S",
  "method": "the ωB97M-V functional and the def2-TZVPD basis",
  "elements": ["C", "C", "C", "C", "C", "C", "C", "C", "O", "O", "O", "O", "F", "S", "H", "H", "H", "H", "H", "H", "H", "H", "H", "H", "H", "H", "H", "H"],
  "xyz": [[0.207, -0.036, -0.524], [-3.398, -0.875, 0.338], [-1.597, -2.559, -0.084], [2.670, 2.307, -0.105], [3.494, 0.019, 0.591], [-2.068, -1.170, -0.329], [2.387, 0.786, -0.218], [-1.088, -0.128, 0.118], [-2.670, 1.650, -1.092], [0.476, -0.164, -1.719], [-0.702, 2.549, 0.004], [1.076, 0.534, 0.310], [-0.838, -0.407, 1.666], [-1.916, 1.747, 0.143], [-3.970, -1.788, 0.426], [-3.968, -0.222, -0.433], [-3.200, -0.505, 1.271], [-1.469, -2.607, 1.037], [-2.280, -3.400, -0.364], [-0.787, -2.862, -0.716], [2.932, 2.602, 0.969], [3.552, 2.732, -0.687], [1.834, 3.023, -0.413], [3.413, 0.364, 1.706], [4.429, 0.210, -0.003], [3.185, -1.118, 0.731], [-2.146, -0.968, -1.404], [2.441, 0.288, -1.219]],
  "gap_ev": 7.537,
  "total_charge": -1,
  "energy_ha": -1112.241140,
  "lumo_ev": 3.47
}

***

# 7
{
  "formula": "C8H14MnN2O4S",
  "method": "the ωB97M-V functional and the def2-TZVPD basis",
  "elements": ["Mn", "N", "C", "C", "O", "N", "C", "C", "O", "O", "H", "H", "H", "H", "H", "H", "O", "S", "C", "C", "C", "C", "H", "H", "H", "H", "H", "H", "H", "H"],
  "xyz": [[0.275, 0.279, -0.212], [2.156, -0.949, -0.197], [2.171, -1.527, 1.188], [1.721, -0.476, 2.202], [2.425, -0.270, 3.194], [0.586, 0.107, 1.817], [0.152, 1.305, 2.522], [-0.267, 2.388, 1.527], [-0.995, 3.303, 1.900], [0.164, 2.230, 0.284], [2.916, -0.291, -0.270], [2.340, -1.670, -0.878], [1.473, -2.361, 1.212], [3.156, -1.878, 1.465], [-0.712, 1.120, 3.155], [0.947, 1.697, 3.155], [-1.796, -0.073, -0.467], [-2.818, 0.665, 0.409], [-4.426, 0.019, -0.059], [-5.409, 1.169, 0.177], [-4.659, 2.518, -0.046], [-3.199, 2.225, -0.393], [-4.647, -0.870, 0.530], [-4.308, -0.259, -1.108], [-5.793, 1.123, 1.195], [-6.265, 1.065, -0.487], [-4.707, 3.124, 0.855], [-5.111, 3.101, -0.844], [-2.496, 2.977, -0.034], [-3.030, 2.022, -1.455]],
  "gap_ev": [7.710, 7.858],
  "multiplicity": 6,
  "energy_ha": -2272.950163,
  "lumo_ev": [-0.18, -0.43]
}

***

# 8
{
  "formula": "C8H14N",
  "method": "the ωB97M-V functional and the def2-TZVPD basis",
  "elements": ["C", "C", "C", "C", "C", "C", "C", "C", "N", "H", "H", "H", "H", "H", "H", "H", "H", "H", "H", "H", "H", "H", "H"],
  "xyz": [[0.024, 0.458, -0.017], [0.003, 0.799, 1.303], [0.215, -0.815, -2.442], [-0.071, -0.009, -1.251], [1.518, -0.678, -3.209], [0.848, 1.497, 2.391], [-0.816, -1.114, 2.594], [-1.220, 0.218, 2.011], [-0.611, 0.414, -2.579], [-0.491, -1.688, -2.534], [1.861, -1.695, -3.310], [2.240, 0.036, -2.795], [1.193, -0.354, -4.250], [0.161, 2.330, 2.752], [1.635, 1.922, 1.816], [1.065, 0.890, 3.179], [-1.692, -1.769, 2.520], [-0.448, -1.289, 3.666], [-0.052, -1.642, 1.976], [-1.481, 1.038, 2.590], [-2.163, 0.098, 1.465], [-0.120, 1.109, -3.037], [-1.599, 0.243, -2.838]],
  "gap_ev": [6.696, 7.488],
  "multiplicity": 3,
  "total_charge": 1,
  "energy_ha": -367.437314,
  "lumo_ev": [-2.97, -6.42]
}

***

# 9
{
  "formula": "C8H14N2",
  "method": "the ωB97M-V functional and the def2-TZVPD basis",
  "elements": ["C", "C", "C", "C", "N", "H", "H", "H", "H", "H", "H", "H", "C", "C", "C", "C", "N", "H", "H", "H", "H", "H", "H", "H"],
  "xyz": [[-0.552, 1.727, -0.828], [-1.943, 1.734, -1.449], [-2.826, 2.896, -0.980], [-4.125, 3.010, -1.633], [-5.144, 3.174, -2.099], [-0.516, 2.106, 0.194], [0.212, 2.356, -1.285], [-0.270, 0.680, -0.934], [-2.452, 0.780, -1.313], [-1.870, 1.925, -2.520], [-2.309, 3.855, -1.012], [-3.114, 2.675, 0.048], [2.987, -3.118, 1.839], [1.517, -2.786, 1.454], [1.411, -1.281, 0.943], [2.053, -1.026, -0.385], [2.468, -0.846, -1.426], [3.412, -2.579, 2.686], [3.752, -3.012, 1.071], [3.178, -4.136, 2.179], [0.813, -2.910, 2.276], [1.218, -3.574, 0.762], [1.737, -0.567, 1.700], [0.364, -1.083, 0.713]],
  "gap_ev": [2.513, 11.895],
  "multiplicity": 2,
  "total_charge": -1,
  "energy_ha": -422.662625,
  "lumo_ev": [3.41, 3.53]
}

***

# 10
{
  "formula": "C8H14N2",
  "method": "the ωB97M-V functional and the def2-TZVPD basis",
  "elements": ["C", "C", "C", "C", "C", "C", "C", "C", "N", "N", "H", "H", "H", "H", "H", "H", "H", "H", "H", "H", "H", "H", "H", "H"],
  "xyz": [[-3.085, 0.700, -0.504], [-3.165, -0.735, -0.301], [-1.934, 1.130, 0.086], [-2.085, -1.121, 0.429], [2.308, 1.392, 0.238], [2.085, -1.217, 0.475], [0.708, -0.189, -1.352], [1.481, 0.070, -0.114], [-1.393, 0.014, 0.669], [-0.177, 0.015, 1.336], [-3.662, 1.406, -1.135], [-3.955, -1.427, -0.530], [-1.441, 2.088, 0.091], [-1.824, -2.082, 0.829], [1.930, 1.815, 1.109], [3.272, 0.935, 0.530], [2.467, 2.126, -0.529], [1.319, -1.973, 0.556], [2.280, -1.104, 1.602], [2.929, -1.698, -0.143], [1.055, -1.242, -1.492], [-0.326, -0.182, -1.423], [1.222, 0.341, -2.280], [-0.008, 0.940, 1.853]],
  "gap_ev": [8.281, 8.280],
  "energy_ha": -422.572927,
  "lumo_ev": [0.65, 0.65]
}

***

# 11
{
  "formula": "C8H14N2O2",
  "method": "the ωB97M-V functional and the def2-TZVPD basis",
  "elements": ["C", "C", "C", "C", "C", "C", "C", "C", "N", "N", "O", "O", "H", "H", "H", "H", "H", "H", "H", "H", "H", "H", "H", "H", "H", "H"],
  "xyz": [[1.389, -0.035, -0.925], [-0.092, -1.613, 0.410], [-1.201, 0.489, -1.125], [1.721, -0.957, -2.075], [0.971, -1.712, 1.397], [-1.552, 1.938, -1.188], [-0.744, 0.990, 1.749], [0.062, 0.169, -0.274], [2.331, 0.678, -0.518], [-0.975, -2.383, -0.018], [-1.608, -0.390, -1.893], [0.259, 1.079, 0.786], [1.280, -0.376, -2.889], [2.749, -1.068, -2.213], [1.260, -1.836, -1.918], [1.884, -1.313, 1.008], [0.895, -2.745, 1.623], [0.701, -1.196, 2.271], [-1.704, 2.113, -2.161], [-0.816, 2.553, -0.706], [-2.441, 2.204, -0.542], [-1.225, 1.897, 1.542], [-0.298, 1.058, 2.809], [-1.409, 0.234, 1.649], [2.322, 1.372, 0.184], [-1.599, -1.999, -0.767]],
  "gap_ev": 9.157,
  "energy_ha": -573.084724,
  "lumo_ev": 0.61
}

***

# 12
{
  "formula": "C8H14N2O4",
  "method": "the ωB97M-V functional and the def2-TZVPD basis",
  "elements": ["C", "C", "C", "C", "C", "C", "C", "C", "N", "N", "O", "O", "O", "O", "H", "H", "H", "H", "H", "H", "H", "H", "H", "H", "H", "H", "H", "H"],
  "xyz": [[1.486, 1.705, -0.138], [-2.374, 0.505, -0.311], [-1.446, -0.691, -0.312], [-1.214, 1.489, -0.053], [-0.404, 0.262, 0.217], [1.392, -2.213, -0.216], [1.838, -0.839, 0.385], [0.962, 0.363, -0.455], [1.268, 2.227, 1.091], [3.189, -0.553, 0.075], [2.078, 2.263, -1.031], [3.839, 0.144, 0.848], [3.620, -0.872, -1.022], [0.828, 0.109, -1.760], [-2.971, 0.703, -1.204], [-3.088, 0.441, 0.713], [-1.675, -1.574, 0.222], [-1.033, -0.979, -1.318], [-0.973, 2.062, -0.949], [-1.412, 2.134, 0.927], [-0.293, 0.246, 1.311], [0.460, -2.502, 0.123], [2.062, -2.901, 0.131], [1.505, -2.348, -1.294], [1.852, -0.882, 1.410], [1.673, 1.681, 1.809], [1.494, 3.209, 1.171], [1.534, 0.539, -2.272]],
  "gap_ev": 10.338,
  "energy_ha": -723.539086,
  "lumo_ev": 0.24,
  "smiles": "C[C@@H]([N+](=O)[O-])[C@](O)(C(N)=O)C1CCC1"
}